The following is a DFT calculation (ωB97M-V with the def2-TZVPD basis set) of 10 unconnected molecules or ions with the total composition C40H48N6O18 at a distorted geometry.

As for the total energy: -3236.21590 a.u. As for the highest occupied orbital energy: -3.696 eV. The calculation puts the largest force on an atom at 1.991 eV/A. As for the relative energy (zero: lowest compared OMol25 entry of this formula, charge and spin): 0.0 kcal/mol. The HOMO-LUMO gap is 7.4 eV. Its net charge is -2.

Last column: Löwdin charge in e.
Geometry (Å):
C -0.157 -0.602 -0.165  -0.754
O -0.561 -1.750 -0.573  -0.094
O -0.794 -0.011 0.791  -0.098
O 0.976 -0.094 -0.553  -0.132
C -3.031 -0.241 -4.554  -0.019
C -2.363 -0.921 -3.549  -0.032
C -2.386 -2.321 -3.537  -0.324
C -3.338 -2.951 -4.326  -0.026
C -4.113 -2.266 -5.247  -0.041
C -3.863 -0.914 -5.426  -0.331
O -4.486 -0.175 -6.427  0.014
O -1.613 -3.035 -2.687  0.036
H -2.881 0.805 -4.762  0.121
H -1.769 -0.445 -2.779  0.112
H -3.497 -4.022 -4.259  0.111
H -4.752 -2.830 -5.917  0.104
H -4.741 -0.787 -7.122  0.084
H -1.348 -2.447 -1.934  0.056
C -1.393 -1.482 5.210  -0.008
C -0.516 -1.623 6.278  -0.025
C 0.708 -0.973 6.290  -0.336
C 1.088 -0.250 5.173  -0.029
C 0.238 -0.094 4.076  -0.014
C -1.010 -0.707 4.117  -0.316
O -1.909 -0.500 3.116  -0.019
O 1.571 -1.220 7.329  0.022
H -2.386 -1.908 5.251  0.117
H -0.922 -2.222 7.084  0.109
H 2.034 0.285 5.170  0.109
H 0.552 0.560 3.275  0.080
H -1.455 -0.264 2.264  0.047
H 2.394 -0.733 7.241  0.094
C 1.115 1.550 -5.166  -0.014
C 1.164 1.515 -3.789  0.000
C 0.413 2.437 -3.039  -0.325
C -0.175 3.528 -3.646  -0.014
C -0.067 3.631 -5.032  -0.039
C 0.432 2.610 -5.809  -0.341
O 0.346 2.630 -7.179  0.020
O 0.314 2.338 -1.684  0.030
H 1.668 0.812 -5.738  0.110
H 1.701 0.759 -3.227  0.100
H -0.744 4.153 -2.970  0.116
H -0.499 4.454 -5.595  0.109
H 0.905 1.915 -7.496  0.088
H 0.774 1.520 -1.388  0.052
C -1.485 5.824 1.416  -0.032
C -1.984 4.637 0.910  -0.003
C -1.600 3.421 1.483  -0.314
C -0.753 3.394 2.578  -0.012
C -0.361 4.594 3.156  -0.015
C -0.767 5.811 2.607  -0.343
O -0.297 6.986 3.148  0.007
O -2.147 2.285 0.999  -0.005
H -1.840 6.774 1.029  0.107
H -2.775 4.624 0.171  0.119
H -0.522 2.422 2.993  0.100
H 0.412 4.728 3.905  0.115
H -0.930 7.688 3.297  0.091
H -1.537 1.505 0.913  0.060
C 4.898 2.552 -1.839  -0.021
C 3.952 1.576 -1.565  -0.014
C 4.022 0.353 -2.214  -0.345
C 5.072 0.094 -3.115  -0.009
C 6.032 1.067 -3.377  -0.027
C 5.915 2.282 -2.720  -0.336
O 6.885 3.224 -3.047  0.003
O 3.160 -0.653 -1.932  0.020
H 4.885 3.509 -1.330  0.116
H 3.314 1.634 -0.690  0.102
H 5.071 -0.862 -3.623  0.111
H 6.895 0.723 -3.929  0.108
H 6.628 4.106 -2.766  0.086
H 2.571 -0.413 -1.174  0.052
C 1.990 -5.693 2.938  -0.038
C 1.325 -5.553 1.718  -0.025
C 1.001 -4.298 1.248  -0.328
C 1.267 -3.175 2.011  0.003
C 1.913 -3.315 3.235  -0.002
C 2.284 -4.566 3.699  -0.325
O 2.813 -4.658 4.975  0.014
O 0.466 -4.200 -0.004  0.017
H 2.154 -6.712 3.271  0.101
H 1.010 -6.426 1.162  0.111
H 0.961 -2.167 1.758  0.102
H 2.205 -2.371 3.678  0.107
H 2.570 -5.506 5.353  0.086
H 0.224 -3.274 -0.227  0.054
C -4.994 0.319 -0.458  -0.665
O -6.150 0.409 -0.868  -0.018
N -4.576 0.818 0.747  0.164
N -3.966 -0.063 -1.267  0.177
H -5.295 1.199 1.328  0.097
H -3.591 1.032 0.790  0.054
H -4.210 -0.383 -2.188  0.077
H -3.012 -0.238 -0.997  0.080
C 3.050 1.066 2.236  -0.686
O 3.816 1.201 3.186  -0.011
N 2.066 1.955 1.903  0.167
N 3.021 -0.042 1.434  0.177
H 1.364 1.757 1.205  0.084
H 2.002 2.713 2.561  0.092
H 3.789 -0.685 1.434  0.112
H 2.193 -0.183 0.864  0.046
C -3.175 -3.934 1.656  -0.667
O -4.290 -4.105 2.153  -0.023
N -2.306 -2.927 1.964  0.185
N -2.716 -4.788 0.687  0.155
H -2.559 -2.197 2.625  0.070
H -1.762 -2.561 1.188  0.070
H -1.854 -4.552 0.223  0.069
H -3.366 -5.495 0.407  0.089